Molecular formula: C10H16OS
Method: DFT, wB97M-V/def2-TZVPD

Values from the calculation:
Orbital gap: 9.26 eV
Relative energy (zero: lowest compared OMol25 entry of this formula, charge and spin): 19.8 kcal per mole
SMILES: CCc1ccc(O)cc1.CSC
HOMO level: -8.40 eV

```
! wB97M-V def2-TZVPD RIJCOSX def2/J DEFGRID3
* xyz 0 1
C 1.918 -1.693 -1.756
C 2.477 -0.336 -1.320
C 1.482 0.733 -1.058
C 1.929 2.066 -1.112
C 1.079 3.114 -0.710
C -0.221 2.804 -0.284
O -1.106 3.819 0.028
C -0.673 1.510 -0.302
C 0.216 0.476 -0.587
H 1.182 -1.437 -2.525
H 1.423 -2.209 -0.914
H 2.606 -2.472 -2.065
H 3.101 -0.485 -0.431
H 3.100 -0.043 -2.181
H 2.866 2.299 -1.595
H 1.551 4.081 -0.657
H -0.693 4.441 0.672
H -1.725 1.388 -0.070
H -0.182 -0.527 -0.534
C -2.762 -2.974 0.673
S -1.464 -1.944 1.523
C -0.639 -3.207 2.466
H -2.211 -3.596 -0.013
H -3.277 -3.484 1.485
H -3.457 -2.301 0.205
H 0.355 -3.392 2.070
H -1.208 -4.132 2.313
H -0.684 -3.035 3.540
*
```



Molecular formula: C20H28NNiO2
Method: DFT, wB97M-V/def2-TZVPD

Values from the calculation:
Orbital gap (alpha / beta): 6.00 / 6.00 eV
Relative energy (zero: lowest compared OMol25 entry of this formula, charge and spin): 3.6 kcal per mole
<S²>: 2.034
HOMO level (alpha / beta): -3.40 / -3.40 eV

```
! wB97M-V def2-TZVPD RIJCOSX def2/J DEFGRID3
* xyz -1 3
O 0.194 -0.582 -1.444
C 0.965 -1.832 -1.383
C 0.696 -2.197 -2.833
H 0.534 -2.537 -0.656
H 2.028 -1.622 -1.183
C -0.043 -0.838 -2.879
H 0.027 -3.049 -2.966
H 1.573 -2.265 -3.486
C -1.496 -0.970 -3.292
H -2.055 -1.603 -2.594
H -1.514 -1.420 -4.296
H -1.955 0.019 -3.366
C 0.688 0.191 -3.732
H 1.772 0.178 -3.526
H 0.257 1.191 -3.574
H 0.532 -0.059 -4.790
Ni -0.464 1.060 0.410
C -0.062 4.611 0.830
C 0.701 4.195 1.975
C 1.325 2.970 1.682
H 0.784 4.763 2.897
C 0.957 2.574 0.313
C 0.106 3.656 -0.189
H -0.293 3.709 -1.203
H -0.631 5.534 0.755
H 2.005 2.402 2.319
H 1.524 1.859 -0.301
C -3.435 1.989 0.480
C -2.623 2.445 -0.587
C -1.891 1.339 -1.121
H -2.615 3.443 -1.013
C -2.251 0.162 -0.289
C -3.215 0.609 0.676
H -3.752 -0.047 1.362
H -4.157 2.606 1.015
H -1.415 1.317 -2.100
H -2.046 -0.871 -0.550
O 0.609 -3.627 1.807
C 0.451 -2.205 2.085
C 1.805 -1.603 2.487
H -0.269 -2.064 2.913
H -0.015 -1.717 1.216
C 2.538 -2.801 3.072
H 1.673 -0.807 3.218
H 2.341 -1.199 1.618
C 1.805 -4.029 2.496
H 2.429 -2.816 4.153
H 3.590 -2.823 2.821
H 1.496 -4.732 3.290
H 2.434 -4.607 1.795
N -0.989 1.175 3.387
C -0.654 0.924 2.279
*
```



Molecular formula: C4H8N2O
Method: DFT, wB97M-V/def2-TZVPD

Values from the calculation:
Orbital gap (alpha / beta): 11.27 / 7.30 eV
Relative energy (zero: lowest compared OMol25 entry of this formula, charge and spin): 6.4 kcal per mole
<S²>: 0.762
HOMO level (alpha / beta): -15.19 / -15.33 eV

```
! wB97M-V def2-TZVPD RIJCOSX def2/J DEFGRID3
* xyz 1 2
C 0.106 -1.413 1.016
C -0.269 -0.523 -0.101
C -1.248 0.527 -0.158
N -1.370 0.972 -1.400
C -0.494 0.300 -2.105
N 0.203 -0.622 -1.333
H 1.187 -1.555 1.093
H -0.220 -1.007 1.971
H -0.424 -2.360 0.891
H -1.837 0.991 0.619
H -0.247 0.446 -3.142
H 0.937 -1.257 -1.612
H 0.998 2.511 1.851
H 1.265 1.332 0.760
O 1.414 1.659 1.649
*
```



Molecular formula: C5H10O
Method: DFT, wB97M-V/def2-TZVPD

Values from the calculation:
Orbital gap: 10.56 eV
Relative energy (zero: lowest compared OMol25 entry of this formula, charge and spin): 24.9 kcal per mole
SMILES: CC1(C)CCO1
HOMO level: -9.53 eV

```
! wB97M-V def2-TZVPD RIJCOSX def2/J DEFGRID3
* xyz 0 1
C -1.261 -1.152 -0.120
C -0.235 -0.028 -0.066
C -0.970 1.319 -0.056
C 1.007 -0.314 0.834
C 1.810 0.094 -0.394
O 0.646 0.006 -1.226
H -1.859 -1.083 -1.035
H -1.950 -1.077 0.731
H -0.778 -2.132 -0.085
H -1.536 1.349 -0.997
H -0.294 2.180 -0.073
H -1.697 1.449 0.754
H 1.137 -1.385 1.028
H 1.160 0.239 1.762
H 2.602 -0.577 -0.746
H 2.218 1.112 -0.311
*
```



Molecular formula: C24H52BBr22OPS
Method: DFT, wB97M-V/def2-TZVPD

Values from the calculation:
Orbital gap: 8.06 eV
Relative energy (zero: lowest compared OMol25 entry of this formula, charge and spin): 0.0 kcal per mole
HOMO level: -7.81 eV

```
! wB97M-V def2-TZVPD RIJCOSX def2/J DEFGRID3
* xyz 0 1
C 7.136 -1.502 3.538
C 5.931 -0.895 4.284
B 4.548 -1.435 3.763
O 4.221 -2.754 3.883
P 3.215 -0.277 2.924
S 3.287 1.678 3.828
H 7.160 -1.154 2.507
H 7.180 -2.586 3.606
H 8.043 -1.096 3.990
H 5.980 -1.094 5.359
H 5.958 0.178 4.094
H 3.355 -2.873 4.299
H 3.567 -0.255 1.578
H 4.461 1.824 4.472
Br 1.567 -4.906 8.628
C 3.087 -3.978 7.850
C 2.861 -2.491 7.810
Br 1.636 -1.997 6.380
H 3.247 -4.407 6.866
H 3.932 -4.219 8.490
H 3.789 -1.969 7.587
H 2.441 -2.100 8.731
Br 3.698 1.899 0.965
C 2.995 3.243 -0.264
C 3.531 3.086 -1.663
Br 5.360 3.750 -1.814
H 3.223 4.214 0.167
H 1.918 3.075 -0.238
H 2.953 3.683 -2.366
H 3.547 2.053 -1.996
Br 0.023 2.513 1.187
C -1.447 3.645 0.598
C -1.041 5.088 0.483
Br -0.926 5.950 2.225
H -2.261 3.488 1.296
H -1.722 3.244 -0.373
H -1.795 5.649 -0.064
H -0.074 5.218 0.005
Br -3.661 1.425 -0.970
C -4.454 2.729 -2.167
C -3.897 2.563 -3.549
Br -2.097 3.287 -3.643
H -4.264 3.714 -1.743
H -5.525 2.530 -2.151
H -4.479 3.122 -4.279
H -3.837 1.523 -3.859
Br -4.990 -1.018 2.093
C -4.053 -1.976 0.683
C -2.863 -2.730 1.211
Br -1.373 -1.534 1.576
H -3.783 -1.242 -0.068
H -4.791 -2.660 0.267
H -2.495 -3.429 0.462
H -3.074 -3.264 2.132
Br -2.082 1.088 -6.877
C -0.571 2.185 -7.425
C 0.741 1.548 -7.048
Br 1.113 1.752 -5.151
H -0.710 3.163 -6.975
H -0.657 2.268 -8.507
H 1.567 2.044 -7.554
H 0.773 0.485 -7.264
Br -4.532 6.093 -1.195
C -6.198 5.757 -0.249
C -6.049 6.000 1.228
Br -5.093 4.544 2.090
H -6.490 4.736 -0.478
H -6.918 6.445 -0.685
H -7.025 6.030 1.708
H -5.507 6.913 1.452
Br 4.901 0.042 -4.128
C 6.442 0.965 -4.876
C 6.216 2.450 -4.949
Br 5.046 2.926 -6.431
H 6.637 0.519 -5.846
H 7.265 0.738 -4.202
H 7.151 2.969 -5.147
H 5.764 2.853 -4.048
Br -0.861 -5.872 5.863
C -2.558 -6.124 6.774
C -2.440 -5.820 8.244
Br -1.547 -7.256 9.206
H -2.877 -7.142 6.575
H -3.248 -5.429 6.299
H -3.426 -5.740 8.697
H -1.876 -4.914 8.439
Br -6.358 -1.120 -2.424
C -5.381 -2.090 -3.802
C -4.206 -2.833 -3.228
Br -2.731 -1.632 -2.828
H -5.089 -1.363 -4.553
H -6.100 -2.785 -4.229
H -3.810 -3.541 -3.954
H -4.445 -3.358 -2.308
Br -1.182 -5.702 -4.047
C 0.318 -4.714 -4.801
C 0.044 -3.236 -4.829
Br -1.177 -2.760 -6.265
H 0.503 -5.128 -5.787
H 1.162 -4.932 -4.151
H 0.957 -2.680 -5.033
H -0.401 -2.872 -3.908
*
```



Molecular formula: C6H12N3
Method: DFT, wB97M-V/def2-TZVPD

Values from the calculation:
Orbital gap: 7.60 eV
Relative energy (zero: lowest compared OMol25 entry of this formula, charge and spin): 85.4 kcal per mole
SMILES: N[C@@H]1CCC(=[NH2+])C=NC1
HOMO level: -13.00 eV

```
! wB97M-V def2-TZVPD RIJCOSX def2/J DEFGRID3
* xyz 1 1
N 1.226 0.040 -1.435
C 1.427 -0.261 -0.045
C 0.503 -1.385 0.442
C -0.744 -0.657 1.109
C -1.476 0.160 0.066
N -2.463 -0.227 -0.753
C -0.905 1.527 -0.046
N 0.183 1.930 0.437
C 1.340 1.192 0.613
H 1.993 0.209 -2.019
H 0.707 -0.745 -1.848
H 2.365 -0.750 0.022
H 0.790 -1.953 1.285
H 0.077 -1.940 -0.300
H -1.459 -1.438 1.553
H -0.109 -0.154 1.870
H -2.680 0.345 -1.560
H -2.919 -1.067 -0.494
H -1.667 2.150 -0.415
H 1.718 1.191 1.573
H 2.094 1.832 -0.054
*
```



Molecular formula: C5H9NO
Method: DFT, wB97M-V/def2-TZVPD

Values from the calculation:
Orbital gap (alpha / beta): 6.46 / 6.47 eV
Relative energy (zero: lowest compared OMol25 entry of this formula, charge and spin): 91.0 kcal per mole
HOMO level (alpha / beta): -6.12 / -6.13 eV

```
! wB97M-V def2-TZVPD RIJCOSX def2/J DEFGRID3
* xyz 0 1
C 0.724 0.704 -1.620
C -0.219 0.527 -0.429
O -1.340 1.407 -0.727
C -0.787 -0.851 -0.317
N -0.516 -1.464 0.798
C 0.389 -0.650 1.614
C 0.308 0.661 0.938
H 1.558 0.000 -1.538
H 1.120 1.723 -1.590
H 0.225 0.558 -2.583
H -1.716 1.583 0.150
H -0.728 -2.434 0.930
H -1.408 -1.352 -1.056
H 1.357 -1.183 1.566
H 0.049 -0.685 2.653
H 0.985 1.457 1.210
*
```



Molecular formula: C3H8NO2P
Method: DFT, wB97M-V/def2-TZVPD

Values from the calculation:
Orbital gap (alpha / beta): 8.87 / 6.88 eV
Relative energy (zero: lowest compared OMol25 entry of this formula, charge and spin): 141.3 kcal per mole
HOMO level (alpha / beta): -10.09 / -8.66 eV

```
! wB97M-V def2-TZVPD RIJCOSX def2/J DEFGRID3
* xyz 0 1
C -0.197 -0.017 1.412
C 0.202 0.591 0.179
C 0.167 -0.480 -1.006
N 3.209 -0.940 -0.890
O 2.854 -0.971 0.245
O 4.302 -0.985 -1.375
P 1.177 0.223 -2.450
H 0.624 -0.324 2.162
H -0.915 0.618 2.024
H -0.778 -0.933 1.291
H -0.299 1.537 -0.213
H 1.309 0.958 0.257
H 0.769 -1.359 -0.831
H -0.850 -0.608 -1.396
H 1.268 -1.047 -3.211
*
```



Molecular formula: H2NO2S
Method: DFT, wB97M-V/def2-TZVPD

Values from the calculation:
Orbital gap: 7.05 eV
Relative energy (zero: lowest compared OMol25 entry of this formula, charge and spin): 46.6 kcal per mole
HOMO level: -3.28 eV

```
! wB97M-V def2-TZVPD RIJCOSX def2/J DEFGRID3
* xyz -1 1
N 0.177 2.510 1.880
O -0.127 3.611 2.507
O -0.730 2.000 1.201
S 0.089 -1.135 0.156
H -0.238 -0.176 -0.734
H -0.286 -0.242 1.182
*
```



Molecular formula: C2H3NO
Method: DFT, wB97M-V/def2-TZVPD

Values from the calculation:
Orbital gap: 10.74 eV
Relative energy (zero: lowest compared OMol25 entry of this formula, charge and spin): 95.3 kcal per mole
SMILES: c1co[nH]1
HOMO level: -9.63 eV

```
! wB97M-V def2-TZVPD RIJCOSX def2/J DEFGRID3
* xyz 0 1
C -0.320 0.378 -0.084
C 0.941 0.140 -0.241
O 0.873 -1.229 -0.502
N -0.565 -1.100 -0.607
H -1.052 1.047 0.126
H 1.948 0.603 -0.037
H -0.953 -1.444 0.179
*
```



Molecular formula: C52H63BGeN7O6Re
Method: DFT, wB97M-V/def2-TZVPD

Values from the calculation:
Orbital gap (alpha / beta): 5.47 / 5.82 eV
Relative energy (zero: lowest compared OMol25 entry of this formula, charge and spin): 25.1 kcal per mole
<S²>: 0.764
HOMO level (alpha / beta): -10.64 / -10.64 eV

```
! wB97M-V def2-TZVPD RIJCOSX def2/J DEFGRID3
* xyz 1 2
Re -1.331 -1.558 1.022
C -6.377 -0.874 -0.482
C -4.953 -1.245 -0.693
C -4.444 -2.231 -1.542
C -3.080 -2.249 -1.342
N -2.770 -1.297 -0.410
N -3.931 -0.688 -0.045
B -3.981 0.602 0.795
N -3.332 1.772 0.053
N -1.993 1.877 -0.133
C -1.791 3.015 -0.794
C -3.030 3.639 -1.061
C -3.982 2.832 -0.498
C -5.465 3.006 -0.496
C -0.445 3.551 -1.213
C 0.673 2.832 -0.469
C -0.362 5.049 -0.891
C -0.284 3.337 -2.725
N -3.263 0.375 2.149
N -1.971 -0.044 2.298
C -1.581 0.254 3.571
C -2.675 0.802 4.226
C -3.709 0.871 3.307
C -5.075 1.419 3.523
C -0.203 0.192 4.211
C -0.021 1.499 5.011
C -0.140 -0.981 5.200
C 0.930 0.124 3.184
C -2.114 -3.205 -1.993
C -0.722 -2.585 -2.113
C -2.626 -3.573 -3.392
C -2.053 -4.480 -1.133
H -7.018 -1.604 -0.970
H -6.589 0.110 -0.899
H -6.608 -0.846 0.581
H -5.010 -2.851 -2.214
H -5.115 0.873 0.999
H -3.195 4.576 -1.565
H -5.719 3.926 -1.015
H -5.868 3.058 0.517
H -5.955 2.179 -1.013
H 0.658 3.105 0.590
H 1.643 3.116 -0.882
H 0.536 1.763 -0.545
H -0.592 5.221 0.162
H -1.060 5.633 -1.493
H 0.649 5.411 -1.088
H -0.332 2.273 -2.969
H 0.677 3.733 -3.064
H -1.077 3.847 -3.273
H -2.715 1.132 5.250
H -5.219 1.619 4.582
H -5.841 0.720 3.190
H -5.211 2.352 2.975
H -0.632 1.504 5.913
H -0.281 2.368 4.406
H 1.020 1.589 5.317
H -0.972 -0.936 5.904
H 0.790 -0.938 5.770
H -0.180 -1.939 4.685
H 0.743 0.818 2.363
H 1.053 -0.877 2.782
H 1.875 0.393 3.655
H -0.776 -1.568 -2.505
H -0.096 -3.186 -2.773
H -0.220 -2.566 -1.144
H -2.843 -2.680 -3.980
H -3.526 -4.186 -3.341
H -1.861 -4.151 -3.909
H -1.627 -4.272 -0.143
H -1.428 -5.229 -1.621
H -3.050 -4.898 -0.990
O -0.227 -2.743 2.333
C -0.515 -3.811 2.912
C -1.818 -4.272 3.214
C -1.965 -5.382 4.062
C -3.211 -5.783 4.450
C -4.357 -5.101 4.007
C -4.235 -4.036 3.160
C -2.967 -3.596 2.712
O -2.911 -2.632 1.847
N -3.351 -6.933 5.340
O -4.465 -7.181 5.757
O -2.345 -7.562 5.604
H 0.319 -4.428 3.260
H -1.093 -5.912 4.423
H -5.327 -5.446 4.337
H -5.104 -3.503 2.797
O 1.348 -2.683 0.061
C 1.404 -1.464 0.073
O 0.319 -0.716 0.245
C 2.671 -0.695 -0.206
C 2.743 -0.380 -1.703
Ge 4.295 0.770 -2.213
C 4.042 1.496 -4.027
C 5.005 2.386 -4.506
C 4.884 2.949 -5.767
C 3.787 2.640 -6.561
C 2.822 1.761 -6.095
C 2.950 1.194 -4.834
C 4.513 2.416 -1.124
C 5.389 2.502 -0.046
C 5.601 3.713 0.600
C 4.948 4.856 0.167
C 4.063 4.781 -0.899
C 3.851 3.571 -1.541
C 6.003 -0.227 -2.147
C 6.510 -0.745 -0.958
C 7.737 -1.394 -0.937
C 8.465 -1.536 -2.109
C 7.960 -1.040 -3.302
C 6.735 -0.388 -3.322
H 3.508 -1.318 0.107
H 2.658 0.231 0.374
H 1.844 0.163 -2.008
H 2.799 -1.303 -2.284
H 5.856 2.643 -3.884
H 5.642 3.631 -6.129
H 3.682 3.091 -7.540
H 1.967 1.517 -6.713
H 2.190 0.507 -4.475
H 5.930 1.624 0.287
H 6.294 3.765 1.431
H 5.141 5.806 0.648
H 3.552 5.671 -1.247
H 3.176 3.528 -2.389
H 5.946 -0.652 -0.036
H 8.128 -1.787 -0.007
H 9.425 -2.036 -2.095
H 8.519 -1.154 -4.222
H 6.346 -0.004 -4.257
*
```



Molecular formula: C2H3FN2O2
Method: DFT, wB97M-V/def2-TZVPD

Values from the calculation:
Orbital gap: 10.72 eV
Relative energy (zero: lowest compared OMol25 entry of this formula, charge and spin): 57.0 kcal per mole
SMILES: N#CN(F)OCO
HOMO level: -11.08 eV

```
! wB97M-V def2-TZVPD RIJCOSX def2/J DEFGRID3
* xyz 0 1
N 2.952 1.235 0.096
C 2.161 0.444 -0.019
N 1.180 -0.427 0.205
F 1.386 -1.619 -0.415
O -0.085 0.167 -0.604
C -1.346 -0.213 -0.174
O -1.728 0.507 0.960
H -1.362 -1.397 0.188
H -1.970 -0.045 -1.112
H -1.188 1.348 0.875
*
```